[1]
12
Properties=species:S:1:pos:R:3:forces:R:3:mulliken_charge:R:1 method="wB97M-V/def2-TZVPD" smiles="[H]/N=C/C(C)=C=N" gap_ev=9.53
H 0.741206 -1.823413 -2.433946 -0.039 0.063 0.144 0.244
N 0.226247 -1.594298 -1.583710 0.146 0.295 -0.055 -0.624
C 0.559325 -0.446454 -1.141107 -0.043 -0.168 0.079 -0.197
C -0.036952 0.134561 0.074507 -0.122 -0.182 0.096 0.213
C 0.386791 1.480465 0.613277 0.035 0.126 0.035 -1.204
C -0.985949 -0.543479 0.698087 -0.382 -0.247 -0.015 0.487
N -1.953017 -1.095815 1.196947 0.539 0.384 -0.308 -0.533
H 1.329639 0.182208 -1.615121 -0.179 -0.080 0.059 0.379
H 0.253142 1.530646 1.696065 0.037 -0.002 -0.116 0.338
H 1.439939 1.677649 0.398993 -0.061 -0.068 0.010 0.371
H -0.201978 2.289764 0.174231 0.061 -0.011 -0.028 0.251
H -1.755820 -1.785539 1.914434 0.008 -0.110 0.100 0.277


[2]
88
Properties=species:S:1:pos:R:3:forces:R:3:mulliken_charge:R:1 method="wB97M-V/def2-TZVPD" total_charge=+1 gap_ev="6.14 / 6.13"
Ce 0.604856 0.418303 -0.805710 0.431 0.341 -0.296 -0.176
Br 2.274456 -4.188797 -2.554310 -0.243 -0.034 -0.135 -0.147
C 0.456456 -3.660797 -2.681010 0.790 1.102 0.795 0.178
C -0.462344 -4.479697 -3.315210 -0.901 -0.140 -0.216 -0.229
C -1.792644 -4.126997 -3.341110 0.158 -0.698 -0.305 0.043
Br -3.020344 -5.286797 -4.236810 0.239 0.254 0.226 -0.217
C -2.249544 -2.945797 -2.727810 0.258 0.363 0.230 0.698
C -3.601244 -2.554497 -2.621010 0.056 0.115 0.058 -1.025
C -3.916744 -1.361797 -2.024210 0.056 -0.147 -0.068 -1.473
C -2.884744 -0.555197 -1.528310 0.043 0.289 0.068 -0.428
N -1.615844 -0.903797 -1.568110 0.269 0.418 0.001 0.919
C -1.280644 -2.080897 -2.138310 0.572 -0.749 -0.283 0.200
C 0.123156 -2.437397 -2.079110 -1.867 -2.166 -1.658 0.170
O 0.974156 -1.691697 -1.497310 0.871 2.677 1.113 -0.129
H -0.131144 -5.399597 -3.775810 -0.014 0.009 -0.010 0.489
H -4.375844 -3.209397 -2.996110 0.014 0.022 -0.073 0.388
H -4.943944 -1.041597 -1.930410 -0.003 0.041 0.012 0.506
H -3.099744 0.406203 -1.073510 -0.040 -0.089 -0.012 0.520
C 4.495656 0.765303 2.352190 -0.036 0.048 -0.177 -1.140
C 5.484256 0.313403 1.486190 -0.108 0.053 0.042 -0.629
C 5.254056 0.367403 0.128190 -0.253 0.070 -0.128 -1.079
C 4.029556 0.851303 -0.351510 0.318 -0.011 0.398 0.970
N 3.031656 1.151503 0.497990 -0.355 -0.334 -0.721 0.378
C 3.286456 1.150403 1.802390 -0.020 0.104 0.450 -0.185
C 3.812056 1.175103 -1.771010 -0.548 -0.118 -0.104 0.504
C 4.922356 1.600603 -2.504910 -0.210 -0.132 0.099 -1.315
C 4.787956 1.974203 -3.825010 -0.068 0.031 -0.135 -0.653
C 3.532356 1.945403 -4.404710 0.078 0.009 -0.019 -1.057
C 2.426656 1.575203 -3.653810 -0.848 -0.318 0.360 -0.165
C 2.495456 1.162303 -2.310310 0.439 0.267 0.125 0.694
H 4.655756 0.823403 3.416690 -0.025 -0.031 0.090 0.489
H 6.432156 -0.046597 1.858890 0.041 -0.022 0.066 0.431
H 6.008356 0.043603 -0.569410 0.081 -0.009 -0.080 0.627
H 2.488456 1.524803 2.433890 -0.106 -0.119 0.054 0.423
H 5.888956 1.683703 -2.029310 0.055 -0.072 0.052 0.522
H 5.647356 2.306103 -4.389110 0.044 0.000 -0.037 0.404
H 3.415356 2.224103 -5.442210 -0.079 0.064 -0.044 0.445
H 1.454856 1.617103 -4.146510 0.086 -0.051 0.018 0.348
C -3.569944 -3.456397 4.529790 -0.113 0.007 -0.003 -0.558
C -4.375544 -2.840397 3.589090 -0.156 -0.126 0.091 -0.685
C -3.849244 -1.879897 2.736390 0.139 0.208 -0.103 -0.564
C -2.510044 -1.526797 2.824490 -0.187 0.073 -0.334 0.142
C -1.711044 -2.140597 3.790290 -0.016 0.044 0.012 0.417
C -2.235744 -3.092897 4.638090 0.108 0.016 0.059 -0.894
P -1.726144 -0.340497 1.626590 -0.154 -0.464 1.026 0.612
C -0.311044 -1.514197 1.387490 0.184 0.507 -0.023 0.591
C 1.012256 -1.241897 1.737390 -0.171 0.176 -0.010 0.378
C 1.996056 -2.204197 1.539890 0.219 -0.142 -0.006 -0.502
C 1.664856 -3.443697 1.017990 0.179 0.162 0.096 -0.931
C 0.344756 -3.736297 0.714690 -0.129 0.010 0.051 -0.793
C -0.635644 -2.778797 0.891290 0.080 -0.056 -0.121 -0.904
C -1.204544 0.968803 2.806590 -0.185 -0.165 -0.050 0.639
C -1.703044 0.983503 4.089390 0.105 -0.156 -0.196 -0.669
C -1.485244 2.074203 4.940390 0.062 0.333 0.094 -1.081
C -0.858944 3.189003 4.464490 -0.123 -0.149 0.241 -0.851
C -0.408544 3.250103 3.129690 0.090 -0.203 -0.342 1.134
C 0.152656 4.434403 2.614590 0.104 -0.028 -0.208 -0.992
C 0.645256 4.449603 1.341590 0.065 0.305 0.036 -1.339
C 0.596556 3.290803 0.545990 -0.256 -1.174 -0.414 -0.686
C -0.013944 2.094403 0.942890 0.776 0.907 0.009 0.946
C -0.526944 2.112003 2.281090 -0.264 -0.628 0.038 -0.459
H -3.975144 -4.214497 5.183690 -0.065 -0.031 0.037 0.400
H -5.419744 -3.109197 3.519390 -0.058 -0.020 -0.042 0.419
H -4.482444 -1.402097 2.000490 -0.054 0.001 -0.052 0.407
H -0.669944 -1.858397 3.877190 0.036 -0.061 0.039 0.438
H -1.601444 -3.549997 5.383490 0.022 -0.066 0.050 0.425
H 1.252056 -0.308897 2.240990 -0.047 -0.040 -0.085 0.711
H 3.019056 -1.997397 1.825390 0.051 0.070 -0.021 0.511
H 2.431056 -4.184597 0.851790 0.077 -0.067 0.029 0.536
H 0.089456 -4.716397 0.336990 -0.071 -0.038 -0.036 0.423
H -1.667444 -3.024397 0.670190 -0.046 0.025 -0.040 0.536
H -2.284544 0.155903 4.467090 0.064 -0.004 -0.009 0.456
H -1.841644 2.025803 5.960690 0.003 0.064 0.004 0.426
H -0.695344 4.043703 5.105490 -0.044 0.106 0.025 0.425
H 0.172956 5.319303 3.237390 0.109 0.019 0.010 0.422
H 1.089356 5.354603 0.943190 0.001 -0.058 -0.015 0.482
H 1.075356 3.360703 -0.437810 0.026 -0.065 0.055 0.679
C -2.425744 3.646803 -4.314310 0.073 -0.094 0.143 -0.376
C -2.000944 4.127003 -3.087710 -0.002 -0.097 -0.063 -0.952
C -1.337044 3.267703 -2.228010 -0.029 0.351 0.253 -0.309
N -1.069444 1.995303 -2.521710 0.498 -0.259 0.404 0.623
C -1.483144 1.542803 -3.705210 -0.086 -0.275 -0.320 -0.234
C -2.167044 2.321903 -4.624110 0.079 -0.029 0.095 -1.013
H -2.950144 4.285203 -5.008510 -0.042 0.052 -0.061 0.421
H -2.182944 5.149903 -2.801810 0.006 0.086 0.108 0.500
H -1.011544 3.605903 -1.252510 -0.057 0.047 -0.074 0.403
H -1.267144 0.502603 -3.924510 0.001 0.007 -0.033 0.518
H -2.491244 1.902303 -5.561810 0.022 -0.123 -0.095 0.477


[3]
14
Properties=species:S:1:pos:R:3:forces:R:3:mulliken_charge:R:1 method="wB97M-V/def2-TZVPD" smiles=C#C[C@@H]1C[C@@H]1C gap_ev=9.85
C -2.511829 -1.144734 0.005164 -0.917 0.369 -0.783 -0.218
C -1.748672 -0.363071 -0.550985 -0.121 -0.642 0.680 -0.687
C -0.598437 -0.216005 0.392826 0.437 -0.348 0.588 0.384
C 0.014755 1.074450 0.838308 0.129 0.165 0.101 -0.745
C 0.848471 0.015113 0.157388 0.314 0.006 -0.035 0.233
C 1.440819 0.204397 -1.206461 0.021 0.088 -0.092 -1.375
H -3.092160 -1.594750 0.775671 -0.597 -0.323 -0.404 0.365
H -0.724696 -0.960289 1.176774 0.479 0.584 0.327 0.217
H -0.193533 1.985740 0.281657 -0.042 -0.292 -0.012 0.278
H 0.084185 1.210513 1.913231 0.145 0.086 -0.170 0.239
H 1.431656 -0.609575 0.830815 0.157 0.196 -0.170 0.324
H 0.774085 0.785392 -1.850724 0.091 -0.041 0.073 0.315
H 1.609285 -0.768308 -1.683182 -0.011 0.169 0.036 0.316
H 2.401134 0.722469 -1.129214 -0.086 -0.019 -0.137 0.354


What did we get for molecular weight? Answer: 82.11; 986.70; 80.13 g mol⁻¹, in the order shown.
What did we get for energy relative to the best compared isomer or geometry (same formula, charge and spin)? Answer: 41.9; 31.7; 93.0 kcal/mol, in the order shown.
What did we get for calculated total energy? Answer: -7223.7747; -218090.2356; -6346.7501 eV, in the order shown.